1.
Molecular formula: C36H57NO26S
Method: DFT, the ωB97M-V functional and the def2-TZVPD basis

Values from the calculation:
- SMILES string: C[C@@H]1COC(=O)O1.C[C@@H]1COC(=O)O1.C[C@@H]1COC(=O)O1.C[C@@H]1COC(=O)O1.C[C@@H]1COC(=O)O1.C[C@@H]1COC(=O)O1.C[C@@H]1COC(=O)O1.C[C@@H]1COC(=O)O1.CCSCNC(=O)O
- Charge: 0
- DFT total energy: -103819.98893 eV

Each line ends with the Mulliken charge.
Atoms and positions in Å:
C (5.098, 6.117, -0.649)  -1.467
C (4.352, 4.850, -0.309)  0.501
C (2.852, 4.928, -0.488)  -0.511
O (2.384, 3.992, 0.490)  -0.216
C (3.312, 3.921, 1.469)  0.554
O (3.144, 3.378, 2.515)  -0.515
O (4.453, 4.544, 1.096)  -0.358
H (4.853, 6.447, -1.658)  0.372
H (4.848, 6.909, 0.058)  0.353
H (6.174, 5.957, -0.589)  0.360
H (4.766, 4.003, -0.863)  0.270
H (2.523, 4.634, -1.482)  0.341
H (2.447, 5.914, -0.250)  0.293
C (-4.968, -1.060, 0.563)  -1.087
C (-5.570, 0.259, 0.158)  1.130
C (-5.412, 1.360, 1.173)  -0.229
O (-6.564, 2.180, 0.914)  -0.375
C (-7.523, 1.380, 0.387)  0.536
O (-8.659, 1.711, 0.238)  -0.538
O (-7.020, 0.177, 0.055)  -0.414
H (-3.916, -0.914, 0.807)  0.159
H (-5.500, -1.494, 1.411)  0.412
H (-5.031, -1.777, -0.257)  0.309
H (-5.187, 0.556, -0.802)  -0.123
H (-4.496, 1.929, 1.037)  0.106
H (-5.469, 0.999, 2.203)  0.309
C (3.855, -4.404, -2.369)  -1.866
C (2.576, -3.615, -2.339)  0.943
C (1.824, -3.572, -3.648)  -0.573
O (1.137, -2.314, -3.566)  -0.340
C (1.860, -1.506, -2.754)  0.443
O (1.667, -0.340, -2.614)  -0.541
O (2.822, -2.206, -2.114)  -0.275
H (3.677, -5.412, -2.731)  0.429
H (4.601, -3.920, -3.002)  0.504
H (4.282, -4.474, -1.370)  0.305
H (1.932, -3.973, -1.534)  0.180
H (1.111, -4.387, -3.754)  0.272
H (2.488, -3.553, -4.516)  0.335
C (-2.028, -6.847, -1.807)  -1.419
C (-0.649, -7.457, -1.775)  0.466
C (-0.364, -8.321, -0.567)  -0.544
O (1.054, -8.173, -0.413)  -0.368
C (1.401, -6.978, -0.939)  0.533
O (2.461, -6.455, -0.808)  -0.425
O (0.368, -6.445, -1.641)  -0.185
H (-2.792, -7.618, -1.706)  0.390
H (-2.145, -6.119, -1.004)  0.353
H (-2.194, -6.321, -2.747)  0.348
H (-0.452, -8.006, -2.700)  0.239
H (-0.621, -9.367, -0.716)  0.319
H (-0.853, -7.954, 0.339)  0.312
C (-9.496, 4.314, -0.993)  -1.405
C (-9.761, 5.781, -0.768)  0.545
C (-11.211, 6.134, -0.533)  -0.442
O (-11.287, 7.475, -1.034)  -0.345
C (-10.319, 7.617, -1.974)  0.644
O (-10.231, 8.539, -2.717)  -0.535
O (-9.473, 6.560, -1.948)  -0.353
H (-9.896, 3.714, -0.180)  0.451
H (-9.941, 3.985, -1.933)  0.288
H (-8.427, 4.124, -1.057)  0.271
H (-9.132, 6.161, 0.041)  0.248
H (-11.494, 6.107, 0.517)  0.317
H (-11.895, 5.506, -1.109)  0.311
C (-1.828, -1.560, -4.794)  -1.109
C (-2.695, -0.437, -4.284)  0.437
C (-2.104, 0.945, -4.447)  -0.462
O (-2.691, 1.656, -3.347)  -0.334
C (-2.971, 0.752, -2.384)  0.602
O (-3.281, 1.026, -1.266)  -0.640
O (-2.851, -0.508, -2.853)  -0.273
H (-1.551, -1.387, -5.835)  0.395
H (-0.924, -1.650, -4.193)  0.089
H (-2.357, -2.511, -4.732)  0.391
H (-3.692, -0.489, -4.730)  0.317
H (-2.372, 1.418, -5.389)  0.311
H (-1.018, 0.956, -4.329)  0.284
C (8.294, -2.403, -0.765)  -1.498
C (7.712, -3.747, -0.405)  0.610
C (8.679, -4.699, 0.262)  -0.476
O (8.173, -5.976, -0.137)  -0.333
C (7.517, -5.811, -1.312)  0.656
O (7.143, -6.695, -2.009)  -0.531
O (7.352, -4.490, -1.584)  -0.350
H (8.745, -1.933, 0.108)  0.384
H (9.048, -2.510, -1.545)  0.369
H (7.520, -1.740, -1.152)  0.341
H (6.809, -3.621, 0.198)  0.225
H (8.684, -4.615, 1.346)  0.322
H (9.700, -4.593, -0.114)  0.301
C (2.432, 2.774, 5.847)  -1.404
C (2.905, 3.390, 7.140)  0.521
C (2.818, 4.898, 7.190)  -0.439
O (3.883, 5.236, 8.086)  -0.334
C (4.809, 4.245, 8.015)  0.629
O (5.898, 4.305, 8.482)  -0.528
O (4.315, 3.182, 7.333)  -0.359
H (1.420, 3.103, 5.608)  0.380
H (3.096, 3.041, 5.025)  0.306
H (2.433, 1.686, 5.920)  0.369
H (2.383, 2.942, 7.991)  0.267
H (1.869, 5.261, 7.577)  0.316
H (3.015, 5.361, 6.220)  0.291
C (2.540, -0.713, 1.752)  -1.148
C (2.313, 0.323, 0.653)  0.521
S (0.605, 0.572, 0.112)  0.221
C (-0.325, 1.276, 1.497)  -0.636
N (-0.648, 0.408, 2.642)  -0.163
C (-1.089, -0.856, 2.285)  0.332
O (-1.998, -1.029, 1.517)  -0.439
O (-0.415, -1.882, 2.886)  -0.528
H (3.590, -0.655, 2.052)  0.463
H (2.383, -1.729, 1.389)  0.118
H (1.949, -0.537, 2.647)  0.196
H (2.811, -0.047, -0.244)  0.139
H (2.806, 1.257, 0.921)  -0.326
H (0.119, 2.201, 1.858)  0.524
H (-1.278, 1.552, 1.046)  0.077
H (0.107, 0.370, 3.312)  0.294
H (-0.136, -2.488, 2.189)  0.307

=====

2.
Molecular formula: C23H20BrF7INO8S
Method: DFT, the ωB97M-V functional and the def2-TZVPD basis

Values from the calculation:
- Charge: -2
- DFT total energy: -150043.60091 eV

Each line ends with the natural charge from an NBO analysis.
Atoms and positions in Å:
C (2.589, 2.337, 3.715)  -0.631
C (1.660, 1.477, 2.854)  -0.203
N (2.161, 0.125, 2.618)  -0.499
C (3.380, 0.068, 1.816)  -0.217
C (3.369, -1.023, 0.738)  -0.424
C (2.111, -1.084, -0.063)  -0.140
C (2.020, -0.749, -1.375)  -0.003
C (3.141, -0.307, -2.257)  -0.517
C (3.206, 1.203, -2.607)  -0.244
C (4.645, 1.756, -2.502)  -0.638
I (1.905, 2.437, -1.382)  -0.006
C (0.756, -0.843, -2.111)  0.416
O (0.784, -0.999, -3.308)  -0.471
C (-0.462, -0.685, -1.277)  -0.067
C (-0.348, -1.051, 0.084)  -0.137
C (-1.431, -0.887, 0.955)  -0.177
C (-2.622, -0.367, 0.474)  -0.217
C (-2.771, -0.019, -0.882)  -0.426
S (-4.321, 0.617, -1.402)  2.135
O (-4.833, -0.010, -2.586)  -0.909
O (-4.339, 2.055, -1.400)  -0.921
C (-5.537, 0.165, -0.046)  0.399
F (-5.357, 1.010, 0.986)  -0.316
F (-5.356, -1.098, 0.371)  -0.305
C (-7.004, 0.273, -0.558)  0.555
F (-7.313, -0.890, -1.155)  -0.293
F (-7.169, 1.254, -1.441)  -0.282
C (-8.030, 0.462, 0.607)  0.920
F (-8.281, 1.746, 0.820)  -0.302
F (-7.604, -0.098, 1.731)  -0.305
F (-9.185, -0.123, 0.275)  -0.310
C (-1.682, -0.172, -1.757)  -0.018
Br (-1.842, 0.388, -3.555)  0.155
C (0.911, -1.588, 0.596)  0.567
O (0.952, -2.403, 1.521)  -0.653
C (2.211, -0.654, 3.780)  0.737
C (0.873, -1.050, 4.355)  -0.713
O (3.233, -1.009, 4.316)  -0.609
H (2.300, 3.384, 3.687)  0.206
H (2.579, 1.966, 4.738)  0.199
H (3.620, 2.267, 3.374)  0.210
H (0.700, 1.401, 3.361)  0.194
H (1.517, 1.964, 1.894)  0.216
H (4.283, -0.037, 2.416)  0.204
H (3.468, 1.027, 1.304)  0.196
H (4.256, -0.873, 0.130)  0.211
H (3.498, -1.994, 1.222)  0.226
H (4.103, -0.672, -1.915)  0.202
H (2.938, -0.804, -3.212)  0.327
H (2.852, 1.316, -3.622)  0.242
H (4.939, 2.201, -3.449)  0.214
H (4.694, 2.555, -1.770)  0.209
H (5.349, 0.982, -2.220)  0.209
H (-1.295, -1.168, 1.986)  0.222
H (-3.442, -0.217, 1.156)  0.212
H (0.804, -0.711, 5.385)  0.210
H (0.072, -0.588, 3.792)  0.214
H (0.815, -2.129, 4.291)  0.260
C (1.894, -2.556, -5.852)  0.917
O (2.455, -3.349, -5.048)  -0.758
O (2.225, -1.310, -5.943)  -0.730
O (0.955, -2.917, -6.654)  -0.744

=====

Copy entry 2 word for word.
Molecular formula: C23H20BrF7INO8S
Method: DFT, the ωB97M-V functional and the def2-TZVPD basis

Values from the calculation:
- Charge: -2
- DFT total energy: -150043.60091 eV

Each line ends with the natural charge from an NBO analysis.
Atoms and positions in Å:
C (2.589, 2.337, 3.715)  -0.631
C (1.660, 1.477, 2.854)  -0.203
N (2.161, 0.125, 2.618)  -0.499
C (3.380, 0.068, 1.816)  -0.217
C (3.369, -1.023, 0.738)  -0.424
C (2.111, -1.084, -0.063)  -0.140
C (2.020, -0.749, -1.375)  -0.003
C (3.141, -0.307, -2.257)  -0.517
C (3.206, 1.203, -2.607)  -0.244
C (4.645, 1.756, -2.502)  -0.638
I (1.905, 2.437, -1.382)  -0.006
C (0.756, -0.843, -2.111)  0.416
O (0.784, -0.999, -3.308)  -0.471
C (-0.462, -0.685, -1.277)  -0.067
C (-0.348, -1.051, 0.084)  -0.137
C (-1.431, -0.887, 0.955)  -0.177
C (-2.622, -0.367, 0.474)  -0.217
C (-2.771, -0.019, -0.882)  -0.426
S (-4.321, 0.617, -1.402)  2.135
O (-4.833, -0.010, -2.586)  -0.909
O (-4.339, 2.055, -1.400)  -0.921
C (-5.537, 0.165, -0.046)  0.399
F (-5.357, 1.010, 0.986)  -0.316
F (-5.356, -1.098, 0.371)  -0.305
C (-7.004, 0.273, -0.558)  0.555
F (-7.313, -0.890, -1.155)  -0.293
F (-7.169, 1.254, -1.441)  -0.282
C (-8.030, 0.462, 0.607)  0.920
F (-8.281, 1.746, 0.820)  -0.302
F (-7.604, -0.098, 1.731)  -0.305
F (-9.185, -0.123, 0.275)  -0.310
C (-1.682, -0.172, -1.757)  -0.018
Br (-1.842, 0.388, -3.555)  0.155
C (0.911, -1.588, 0.596)  0.567
O (0.952, -2.403, 1.521)  -0.653
C (2.211, -0.654, 3.780)  0.737
C (0.873, -1.050, 4.355)  -0.713
O (3.233, -1.009, 4.316)  -0.609
H (2.300, 3.384, 3.687)  0.206
H (2.579, 1.966, 4.738)  0.199
H (3.620, 2.267, 3.374)  0.210
H (0.700, 1.401, 3.361)  0.194
H (1.517, 1.964, 1.894)  0.216
H (4.283, -0.037, 2.416)  0.204
H (3.468, 1.027, 1.304)  0.196
H (4.256, -0.873, 0.130)  0.211
H (3.498, -1.994, 1.222)  0.226
H (4.103, -0.672, -1.915)  0.202
H (2.938, -0.804, -3.212)  0.327
H (2.852, 1.316, -3.622)  0.242
H (4.939, 2.201, -3.449)  0.214
H (4.694, 2.555, -1.770)  0.209
H (5.349, 0.982, -2.220)  0.209
H (-1.295, -1.168, 1.986)  0.222
H (-3.442, -0.217, 1.156)  0.212
H (0.804, -0.711, 5.385)  0.210
H (0.072, -0.588, 3.792)  0.214
H (0.815, -2.129, 4.291)  0.260
C (1.894, -2.556, -5.852)  0.917
O (2.455, -3.349, -5.048)  -0.758
O (2.225, -1.310, -5.943)  -0.730
O (0.955, -2.917, -6.654)  -0.744

=====

What is the charge in the second record? -2

=====

DFT total energy of number 2 (C23H20BrF7INO8S)? -150043.60091 eV

=====

What is the charge in the second record? -2